# 1
{"formula": "C4H11N3O", "method": "ωB97M-V/def2-TZVPD", "species": ["N", "C", "N", "O", "H", "H", "H", "H", "C", "C", "N", "C", "H", "H", "H", "H", "H", "H", "H"], "positions_angstrom": [[-0.26768, 1.89554, -0.06930], [-0.39128, 2.74978, -1.12432], [-0.60664, 2.14054, -2.40133], [-0.42030, 3.94618, -0.95933], [-0.05107, 0.90774, -0.08440], [-0.61601, 2.21401, 0.82125], [-1.31534, 2.71675, -2.84459], [0.21831, 2.29027, -2.97286], [0.52449, -1.39244, -1.05663], [0.03864, -1.27945, 0.18574], [0.77467, -1.50890, 1.34448], [0.09024, -2.13449, 2.46752], [1.41883, -1.97411, -1.24232], [0.03205, -0.93072, -1.90034], [-0.92651, -0.85160, 0.43651], [1.70329, -1.85946, 1.14835], [0.68141, -1.95201, 3.36773], [-0.92211, -1.75294, 2.52647], [0.03503, -3.22469, 2.35737]], "forces_ev_per_angstrom": [[-0.115, -0.374, 0.545], [-0.295, -0.079, 0.598], [0.306, -0.319, -0.258], [-0.232, 0.373, -0.013], [-0.206, 0.318, -0.790], [0.510, 0.422, -0.088], [-0.018, 0.025, -0.019], [0.135, -0.120, -0.014], [-0.445, -0.095, 0.213], [0.649, 0.175, 0.169], [-0.292, -0.240, -0.295], [0.893, -0.524, -0.177], [0.215, 0.296, 0.032], [-0.197, -0.224, -0.005], [-0.183, 0.022, -0.383], [-0.077, -0.071, 0.177], [-0.415, 0.191, 0.100], [-0.055, 0.205, 0.259], [-0.178, 0.021, -0.051]], "homo_ha": -0.3111, "smiles": "NC(N)=O.C=CNC", "e_above_lowest_ev": 1.577, "max_force_ev_per_a": 1.05, "total_charge": 0}



# 2
{"formula": "C4H11N3O", "method": "ωB97M-V/def2-TZVPD", "species": ["N", "C", "C", "N", "H", "H", "H", "H", "H", "H", "C", "N", "C", "O", "H", "H", "H", "H", "H"], "positions_angstrom": [[1.66646, -2.32797, 1.78786], [1.59980, -2.45371, 0.36402], [1.45615, -1.38872, -0.40336], [1.32328, -1.48891, -1.82204], [2.28163, -3.02886, 2.17934], [0.75984, -2.46550, 2.21614], [1.69484, -3.45612, -0.04721], [1.44424, -0.41502, 0.08303], [1.96060, -0.85953, -2.29245], [0.38811, -1.24861, -2.12630], [-1.87762, 3.17660, -0.27794], [-2.01163, 1.73225, -0.13351], [-1.07673, 1.00270, 0.51782], [-0.12908, 1.47911, 1.10053], [-1.53736, 3.57558, 0.67367], [-2.84666, 3.58673, -0.54730], [-1.14272, 3.42425, -1.04551], [-2.67335, 1.23618, -0.70444], [-1.27980, -0.08045, 0.47765]], "forces_ev_per_angstrom": [[0.051, -0.050, -0.037], [0.103, -0.317, 0.394], [-0.026, 0.218, 0.062], [0.036, -0.166, -0.115], [-0.012, -0.017, 0.010], [-0.025, 0.113, -0.003], [-0.063, 0.100, -0.273], [-0.038, 0.043, -0.030], [-0.024, 0.067, 0.013], [0.004, -0.001, 0.002], [0.028, -0.454, 0.014], [0.005, 0.068, -0.132], [-0.107, 0.079, -0.031], [0.101, -0.013, 0.051], [-0.047, 0.134, -0.032], [0.011, 0.114, 0.041], [-0.006, 0.093, 0.015], [-0.049, 0.029, 0.036], [0.057, -0.041, 0.015]], "homo_ha": -0.3200, "smiles": "N/C=C/N.CNC=O", "e_above_lowest_ev": 1.830, "max_force_ev_per_a": 0.52, "total_charge": 0}



# 3
{"formula": "C4H11N3O", "method": "ωB97M-V/def2-TZVPD", "species": ["H", "N", "C", "C", "H", "H", "H", "H", "C", "N", "N", "C", "O", "H", "H", "H", "H", "H", "H"], "positions_angstrom": [[-0.40792, -0.00981, 2.80225], [-0.25376, -0.19567, 1.81493], [-0.58317, -1.33455, 1.35806], [0.27489, -2.22678, 0.53452], [-1.43394, -1.87610, 1.79218], [1.08709, -1.67659, 0.06739], [-0.32311, -2.71200, -0.23703], [0.70555, -3.03390, 1.12640], [-0.38246, 0.46960, -1.77099], [0.12665, 1.26473, -0.67875], [1.43746, 1.10702, -0.21506], [-0.57861, 2.38740, -0.23225], [-1.57672, 2.81041, -0.76639], [-1.30070, 0.92851, -2.13120], [-0.65289, -0.52365, -1.40783], [0.33699, 0.38827, -2.59050], [2.06642, 0.41803, -0.62091], [1.38674, 0.78988, 0.76357], [0.07149, 3.02520, 0.39160]], "forces_ev_per_angstrom": [[-1.767, 0.373, -0.447], [2.249, -0.853, -0.223], [-0.189, -0.332, 2.287], [-0.239, 0.586, -1.641], [-0.075, -0.081, 0.173], [0.075, -0.007, -0.044], [0.072, -0.109, -0.167], [-0.191, 0.186, 0.432], [-0.195, -0.190, 0.446], [-1.130, 0.805, -0.272], [1.095, 0.257, 2.014], [2.557, -0.068, -2.210], [-0.917, -0.435, 0.565], [0.116, 0.167, -0.026], [0.116, -0.207, -0.162], [0.020, 0.051, 0.104], [-0.956, 0.199, -1.031], [-0.318, 0.094, -0.399], [-0.323, -0.437, 0.600]], "homo_ha": -0.2961, "smiles": "[H]/N=C/C.CN(N)C=O", "e_above_lowest_ev": 3.646, "max_force_ev_per_a": 3.38, "total_charge": 0}



# 4
{"formula": "C4H11N3O", "method": "ωB97M-V/def2-TZVPD", "species": ["C", "N", "C", "N", "O", "C", "C", "N", "H", "H", "H", "H", "H", "H", "H", "H", "H", "H", "H"], "positions_angstrom": [[1.21045, 0.16657, -0.12111], [0.51338, -0.59063, -1.13880], [-0.80317, -0.00796, -1.35551], [-0.89790, 0.50805, -2.73307], [-1.28156, 1.05842, -0.51496], [0.69431, 0.03746, 1.44057], [0.09080, -1.36806, 1.49678], [-0.07722, 1.14368, 1.78654], [2.32070, 0.02133, -0.09349], [1.10480, 1.26813, -0.24452], [-1.55028, -0.73869, -1.17379], [0.05726, 0.31653, -3.12988], [-1.16529, 1.52520, -2.74931], [1.63572, -0.05763, 1.95916], [0.50792, -1.86203, 0.54140], [0.34675, -2.03394, 2.34760], [-1.00377, -1.39864, 1.31761], [-1.02062, 0.86083, 2.05734], [-0.68228, 1.15140, 0.30741]], "forces_ev_per_angstrom": [[1.196, 0.812, -5.013], [1.089, 2.816, 3.476], [-0.423, 2.579, -0.665], [1.430, -0.424, -0.222], [1.322, -0.554, 0.482], [-2.850, -0.443, 2.640], [-0.155, -1.895, -1.651], [1.526, -1.494, 0.138], [-1.108, -0.818, -0.136], [-0.204, -0.700, -0.072], [-0.558, -1.448, -0.021], [-1.453, 0.826, -0.016], [0.757, -1.528, 0.324], [0.820, 0.891, -0.320], [-0.676, 0.052, 1.855], [-0.158, 0.900, -0.199], [0.497, 0.259, 0.339], [0.009, -0.247, -0.205], [-1.061, 0.417, -0.735]], "homo_ha": -0.3213, "e_above_lowest_ev": 7.057, "max_force_ev_per_a": 5.22, "total_charge": 0}



# 5
{"formula": "C4H11N3O", "method": "ωB97M-V/def2-TZVPD", "species": ["C", "C", "N", "C", "C", "N", "N", "O", "H", "H", "H", "H", "H", "H", "H", "H", "H", "H", "H"], "positions_angstrom": [[-1.39309, -0.33452, -0.65599], [0.91502, 1.73136, -0.35742], [-1.63706, -0.10349, 0.78886], [0.06209, -0.64137, -0.55667], [0.76728, 0.32789, 0.22292], [0.54326, -1.86289, -0.81292], [1.98771, -0.19334, 0.81723], [-3.06653, 0.02227, 0.94155], [-3.25239, -0.55798, 1.68924], [-0.39332, 0.54713, 0.96184], [-0.06070, -2.58754, -1.16692], [1.46612, -2.07196, -0.45419], [1.95137, -0.23143, 1.82810], [2.82307, 0.32363, 0.57603], [-1.61680, 0.55212, -1.27337], [-1.95957, -1.18172, -1.07438], [1.22073, 2.42101, 0.43142], [1.67658, 1.76074, -1.14378], [-0.03377, 2.08009, -0.76155]], "forces_ev_per_angstrom": [[0.040, 0.230, -0.302], [-0.154, -0.066, 0.145], [0.384, -0.417, -0.283], [-0.176, -0.280, 0.674], [0.324, 0.195, -0.229], [-0.193, 0.649, 0.087], [0.097, -0.198, 0.123], [0.356, 0.287, 0.098], [0.036, 0.082, -0.117], [-0.387, -0.672, -0.124], [0.115, 0.063, 0.134], [-0.120, -0.036, -0.027], [-0.176, -0.026, -0.064], [-0.115, 0.140, -0.151], [-0.020, -0.113, -0.035], [0.034, 0.075, 0.218], [-0.051, -0.004, -0.020], [-0.046, -0.001, -0.025], [0.052, 0.091, -0.101]], "homo_ha": -0.2534, "e_above_lowest_ev": 5.472, "max_force_ev_per_a": 0.79, "total_charge": 0}



# 6
{"formula": "C4H11N3O", "method": "ωB97M-V/def2-TZVPD", "species": ["C", "C", "C", "N", "C", "N", "O", "N", "H", "H", "H", "H", "H", "H", "H", "H", "H", "H", "H"], "positions_angstrom": [[1.10816, -0.16136, -1.19837], [0.65834, 1.04502, 0.77818], [-0.40492, 1.66056, -1.28100], [0.52318, 0.82613, -0.54269], [-0.63770, -1.86424, 1.34756], [-1.62492, -0.91165, 1.35370], [0.93017, -0.25012, -2.57272], [0.34470, -1.96651, 2.13122], [1.22978, -1.11748, -2.85742], [-1.29501, -0.01857, 1.69053], [-2.20877, -0.82859, 0.53183], [0.48268, -1.14979, 2.71141], [1.85442, -0.76621, -0.72083], [-0.82424, -2.71093, 0.64543], [0.32429, 2.00416, 1.15419], [1.48492, 0.56948, 1.27325], [-1.10727, 2.13655, -0.59751], [0.16638, 2.41551, -1.83182], [-1.00420, 1.08803, -2.01495]], "forces_ev_per_angstrom": [[-0.431, 0.631, -0.341], [0.024, 0.954, 0.990], [-0.721, 0.434, -0.910], [0.360, -1.569, -0.732], [-0.803, -1.132, -0.422], [-0.178, 0.146, -0.196], [-0.005, 0.164, 0.479], [0.849, -0.223, -0.282], [-0.050, -0.023, 0.034], [0.015, 0.238, -0.012], [0.200, -0.158, 0.094], [-0.252, 0.256, 0.281], [0.079, -0.102, 0.174], [0.077, 0.615, 0.391], [0.011, -0.095, -0.225], [0.134, -0.128, -0.009], [0.309, -0.019, 0.101], [-0.191, -0.092, 0.124], [0.572, 0.104, 0.459]], "homo_ha": [-0.2351, -0.2351], "e_above_lowest_ev": 4.098, "max_force_ev_per_a": 1.77, "total_charge": 0}



# 7
{"formula": "C4H11N3O", "method": "ωB97M-V/def2-TZVPD", "species": ["N", "C", "C", "N", "C", "O", "C", "N", "H", "H", "H", "H", "H", "H", "H", "H", "H", "H", "H"], "positions_angstrom": [[0.54199, -2.31501, 1.29078], [0.71528, -1.24559, 2.23370], [0.28794, 0.18567, 1.68116], [0.74811, 0.40927, 0.33699], [0.07840, 0.38123, -0.83501], [0.66651, 0.11422, -1.87420], [-1.35324, 0.93185, -0.90173], [-1.53118, 1.76951, -2.13942], [0.19709, -2.01565, 0.39986], [0.52804, -3.29987, 1.48287], [0.15088, -1.40872, 3.17432], [1.76965, -1.18512, 2.58548], [0.95435, 0.72020, 2.37556], [-0.77170, 0.29713, 1.85960], [1.75327, 0.36118, 0.35220], [-2.06021, 0.13056, -1.13480], [-1.53832, 1.57695, -0.04886], [-1.68040, 1.04063, -2.83637], [-0.66720, 2.17421, -2.49782]], "forces_ev_per_angstrom": [[-0.147, 0.686, -0.539], [-0.027, -0.345, 0.502], [1.298, -1.919, 1.369], [-0.003, 0.180, 1.433], [0.375, 0.302, -1.126], [-0.136, -0.021, 0.190], [0.585, 0.741, -1.402], [0.046, -1.070, -0.112], [-0.013, -0.378, -0.204], [-0.068, 0.304, 0.321], [-0.012, 0.147, -0.368], [-0.280, 0.100, -0.395], [-0.987, 0.998, -0.284], [-0.143, 0.478, -0.261], [0.134, -0.307, -1.009], [-0.045, -0.007, 1.181], [-0.456, -0.432, 0.298], [-0.230, 0.464, -0.263], [0.108, 0.079, 0.669]], "homo_ha": -0.3276, "smiles": "NCCNC(=O)CN", "e_above_lowest_ev": 1.865, "max_force_ev_per_a": 2.69, "total_charge": 0}



# 8
{"formula": "C4H11N3O", "method": "ωB97M-V/def2-TZVPD", "species": ["H", "N", "C", "C", "O", "C", "H", "H", "H", "H", "H", "H", "H", "N", "C", "N", "H", "H", "H"], "positions_angstrom": [[0.69266, -1.56888, 0.69418], [0.50797, -0.70470, 1.19580], [0.34006, 0.32904, 0.50587], [0.14085, 1.68608, 1.10587], [1.38446, 0.57384, -0.86240], [2.34698, -0.40389, -1.03523], [-0.90448, 1.80966, 1.38782], [0.77792, 1.81139, 1.97922], [0.39866, 2.44459, 0.36998], [2.92842, -0.60516, -0.12193], [1.84980, -1.35554, -1.29699], [3.05873, -0.12198, -1.81788], [-1.18209, -1.56987, -1.67391], [-1.23206, -0.54699, -1.64818], [-1.72248, -0.04371, -0.53610], [-2.34230, -0.79731, 0.45464], [-2.28098, 0.88067, -0.70096], [-3.03357, -0.37881, 1.05503], [-1.72853, -1.43842, 0.94516]], "forces_ev_per_angstrom": [[0.695, 0.156, -0.128], [-1.612, 0.161, -0.643], [6.016, -0.079, -0.659], [-0.741, 0.290, -0.966], [-2.499, 0.832, 2.483], [-0.421, -1.118, 0.611], [0.024, 0.067, 0.162], [-0.013, -0.278, -0.051], [-0.056, -0.013, 0.010], [-0.008, 0.115, 0.016], [0.376, -0.038, -0.278], [-0.388, 0.109, -0.044], [0.243, 0.150, 0.614], [-0.244, 1.250, 1.668], [-3.160, -2.174, -3.653], [0.740, -0.608, 0.517], [1.101, 0.766, 0.389], [0.286, 0.350, -0.003], [-0.338, 0.061, -0.046]], "homo_ha": -0.3345, "smiles": "[H]/N=C(/C)OC.[H]/N=C\\N", "e_above_lowest_ev": 4.691, "max_force_ev_per_a": 6.05, "total_charge": 0}